1.
9
Properties=species:S:1:pos:R:3:forces:R:3 method="wB97M-V/def2-TZVPD" orbital_gap_ev=9.5 e_homo_ev=-8.60 e_tot_ev=-15382.480 charge=0 lumo_ev=0.91
N -0.040846 1.335257 0.061106 0.0 0.9 -2.1
N -0.832545 -1.172328 0.145061 4.7 1.9 3.0
N 0.374583 0.132038 -0.471087 -3.5 -1.9 0.7
S 1.812038 -0.542537 0.143809 0.5 1.2 1.3
H -0.768746 1.928788 -0.474898 1.8 -2.1 1.1
H -0.088481 1.378149 1.043238 -0.2 0.2 1.2
H -1.154761 -0.681244 1.020947 0.0 -0.6 -1.5
H -1.433656 -1.103461 -0.575047 -3.1 0.6 -2.8
H 2.132416 -1.274662 -0.893128 -0.1 -0.3 -0.9

---

2.
10
Properties=species:S:1:pos:R:3:forces:R:3 method="wB97M-V/def2-TZVPD" orbital_gap_ev=10.6 e_homo_ev=-9.29 e_tot_ev=-7526.233 charge=0 lumo_ev=1.33
N -0.741896 -1.545635 -0.662242 -1.7 -2.9 2.5
N -0.782335 -0.179102 -0.395848 0.6 0.7 0.5
N 0.336875 0.395900 -1.032109 -1.5 3.7 1.6
N 0.443424 0.266872 0.420950 -1.2 -1.5 -0.6
N 0.114281 1.451160 1.116816 1.0 1.5 -1.1
H 0.155828 -1.865518 -0.215117 -1.1 -0.2 -0.5
H -1.614773 -2.088544 -0.102670 3.2 2.2 -1.8
H 0.891869 -0.277619 -1.438088 1.7 -2.2 -1.0
H 0.826614 1.614887 1.827435 -0.1 -0.9 0.2
H 0.370113 2.227600 0.480874 -0.8 -0.3 0.0